Here is an isolated molecule of HNO2 at a distorted geometry from OMol25. Energies are from the ωB97M-V functional and the def2-TZVPD basis.

The geometry in XYZ format:
```
4
HNO2 (the ωB97M-V functional and the def2-TZVPD basis)
O -0.59339 -0.48833 0.42598
O 0.73497 0.75917 -0.76728
N -0.37410 0.32140 -0.64078
H 0.23252 -0.59224 0.98208
```

Calculated values
Highest occupied orbital energy   -10.929 eV
Frontier orbital gap   11.0 eV
Molar mass   47.01 g/mol
ΔE to the lowest compared entry with this formula, charge and spin   1.58 kcal/mol
LUMO level   0.0039 hartree
SMILES   O=NO

Need the Mulliken charges? In units of e they are: -0.3223, -0.3723, 0.3559, 0.3387